{
  "formula": "C22H34Cl2N5O4Yb",
  "method": "ωB97M-V/def2-TZVPD",
  "s_squared": 0.76,
  "spin_multiplicity": 2,
  "total_charge": 0,
  "homo_lumo_gap_ev": [6.23, 6.12],
  "symbols": ["O", "C", "C", "C", "H", "C", "H", "C", "H", "C", "H", "C", "H", "H", "C", "C", "H", "H", "H", "C", "C", "H", "H", "H", "H", "Yb", "Cl", "Cl", "C", "O", "N", "C", "C", "H", "H", "H", "H", "H", "H", "H", "H", "H", "C", "C", "N", "H", "C", "O", "H", "H", "H", "H", "C", "N", "C", "C", "C", "N", "C", "O", "N", "H", "H", "H", "H", "H", "H", "H"],
  "coordinates": [[2.74217, 1.18555, -2.29142], [1.92163, 1.93817, -2.81092], [1.41880, 3.22871, -2.34287], [0.69484, 3.51255, -1.16256], [0.42224, 2.73166, -0.45857], [0.34082, 4.83403, -0.92328], [-0.21313, 5.11742, -0.01871], [0.72512, 5.85285, -1.80502], [0.47494, 6.89579, -1.62041], [1.43813, 5.53500, -2.97939], [1.80246, 6.29598, -3.65950], [1.73330, 4.23286, -3.26086], [2.28227, 3.90674, -4.14037], [1.37794, 1.54556, -3.70751], [-0.20816, -0.46755, -3.57090], [-0.64927, 0.43590, -2.54304], [-0.24532, -0.02894, -4.59627], [-0.96105, -1.29601, -3.52761], [0.80078, -0.87209, -3.41398], [-1.43606, 1.45575, -2.36325], [-2.80493, 1.39537, -2.96219], [-1.25541, 2.33313, -1.75231], [-2.88818, 1.99781, -3.86291], [-3.54104, 1.71437, -2.21262], [-3.04758, 0.35296, -3.23057], [-1.74603, -0.62264, -1.01600], [-2.75942, 1.37847, 0.45870], [-3.35964, -2.06729, -2.31064], [-3.49483, -1.59813, 1.27364], [-2.30334, -1.81438, 0.95194], [-4.10918, -1.99009, 2.38996], [-3.43012, -2.87596, 3.32961], [-5.55562, -1.79291, 2.56304], [-4.10343, -0.97230, 0.59959], [-2.35968, -2.64654, 3.34093], [-3.57481, -3.93229, 3.05524], [-3.86431, -2.71121, 4.31991], [-5.81229, -0.81705, 2.12117], [-5.78213, -1.81532, 3.63924], [-6.11530, -2.59239, 2.03744], [1.84863, -5.05864, -0.52545], [3.86187, -3.86884, -0.37804], [1.43170, -4.30177, -1.18893], [3.48351, -2.96589, -0.86101], [2.03897, -3.02444, -0.89123], [0.35621, -4.23639, -1.05597], [1.27866, -1.92614, -0.81502], [0.03653, -1.97148, -0.89018], [3.78633, -2.08384, -0.29240], [1.79991, -0.97304, -0.67466], [1.65255, -4.61462, -2.21252], [3.90636, -2.90507, -1.86911], [4.48691, -0.06767, 3.11683], [3.03298, -0.03638, 3.08285], [2.34268, 0.00349, 4.24955], [0.99242, 0.06876, 4.20337], [0.38928, 0.12411, 2.90192], [1.04260, -0.11867, 1.76989], [2.38970, -0.21841, 1.83578], [3.10516, -0.46599, 0.84749], [-0.92545, 0.39969, 2.84404], [4.87318, -1.05786, 3.38890], [4.85393, 0.64177, 3.85977], [4.88007, 0.19926, 2.13691], [2.94678, 0.01028, 5.15658], [0.38307, 0.14411, 5.09360], [-1.41753, 0.70267, 3.66322], [-1.41220, 0.63749, 1.96710]],
  "nbo_charge": [-0.53, 0.43, -0.14, -0.21, 0.24, -0.15, 0.21, -0.23, 0.21, -0.21, 0.21, -0.20, 0.21, 0.12, -0.67, -0.48, 0.22, 0.24, 0.21, -0.22, -0.71, 0.22, 0.22, 0.23, 0.23, 1.56, -0.66, -0.63, 0.57, -0.68, -0.40, -0.42, -0.41, 0.17, 0.24, 0.21, 0.20, 0.23, 0.21, 0.21, 0.20, 0.19, -0.42, -0.42, -0.39, 0.24, 0.57, -0.73, 0.27, 0.23, 0.20, 0.20, -0.41, -0.42, 0.10, -0.38, 0.46, -0.58, 0.76, -0.69, -0.78, 0.20, 0.20, 0.26, 0.22, 0.22, 0.39, 0.44]
}

***

{
  "formula": "C22H34ClIN3O5P",
  "method": "ωB97M-V/def2-TZVPD",
  "total_charge": 0,
  "homo_lumo_gap_ev": 5.88,
  "symbols": ["O", "N", "O", "C", "C", "I", "C", "P", "O", "C", "C", "C", "C", "O", "C", "C", "Cl", "C", "O", "H", "H", "H", "H", "C", "C", "N", "C", "C", "C", "C", "H", "H", "H", "H", "H", "H", "H", "H", "H", "H", "H", "H", "H", "H", "H", "C", "C", "N", "C", "C", "C", "C", "H", "H", "H", "H", "H", "H", "H", "H", "H", "H", "H", "H", "H", "H", "H"],
  "coordinates": [[7.12698, -1.57388, 1.46781], [7.28314, -0.66068, 0.63733], [6.29801, -0.69359, -0.27819], [4.97134, -0.91690, 0.37452], [4.13476, -2.35300, 0.25043], [5.11715, -3.92558, -0.97445], [2.66726, -2.61213, 0.95407], [1.63933, -4.24290, 0.78721], [1.74501, -4.88526, -0.68622], [1.98615, -1.39396, 1.83628], [2.75855, 0.04230, 1.98946], [4.24509, 0.27870, 1.25968], [4.90496, 1.80347, 1.45719], [6.20751, 2.02995, 1.66629], [3.76524, 3.02837, 1.42699], [2.41123, 2.81168, 2.07942], [1.05347, 4.08362, 2.05364], [2.10551, 1.34135, 2.81782], [1.43379, 1.22934, 3.96830], [0.21018, -3.95568, 0.96234], [2.11042, -5.12651, 1.82688], [0.92669, -1.56817, 2.32705], [3.93267, 4.05591, 0.88513], [-0.05658, 2.61390, -1.06388], [-0.27082, 3.93153, -1.80288], [0.89524, 4.39805, -2.56107], [0.74163, 5.76935, -3.06366], [-0.34844, 6.02496, -4.09958], [1.46381, 3.44904, -3.52120], [0.55199, 2.94000, -4.63268], [0.78428, 2.68230, -0.36433], [-0.95389, 2.36402, -0.48639], [0.12541, 1.78098, -1.74959], [-0.52360, 4.68381, -1.04581], [-1.14806, 3.82625, -2.44660], [1.70022, 6.11578, -3.46962], [0.55084, 6.42565, -2.20356], [-0.05582, 5.67053, -5.08963], [-0.52445, 7.10295, -4.19048], [-1.30265, 5.56502, -3.82927], [1.84258, 2.58243, -2.96683], [2.36298, 3.88526, -3.97532], [-0.45364, 2.69879, -4.27774], [0.97225, 2.02428, -5.06399], [0.47060, 3.66132, -5.44595], [-4.73194, -5.35163, 0.25087], [-4.17491, -4.86032, 1.58372], [-3.17911, -3.78937, 1.46694], [-2.49406, -3.50227, 2.73380], [-3.33099, -2.94133, 3.87906], [-3.58779, -2.60711, 0.70471], [-4.81295, -1.84217, 1.19437], [-3.93256, -5.71627, -0.40420], [-5.42782, -6.18037, 0.42419], [-5.28823, -4.57114, -0.27681], [-3.70818, -5.72457, 2.07180], [-5.01337, -4.55701, 2.21617], [-1.65493, -2.82103, 2.54546], [-2.02410, -4.43196, 3.08267], [-3.55571, -1.88303, 3.73439], [-2.76976, -3.01855, 4.81735], [-4.26946, -3.48401, 4.02012], [-3.76746, -2.91080, -0.33321], [-2.74276, -1.91010, 0.63313], [-5.62767, -2.50210, 1.50451], [-5.19822, -1.20786, 0.38790], [-4.56633, -1.17964, 2.02416]],
  "nbo_charge": [-0.28, 0.42, -0.37, 0.24, -0.15, 0.28, -0.40, 1.36, -1.04, -0.15, -0.11, -0.09, 0.52, -0.48, -0.27, -0.06, 0.03, 0.51, -0.48, 0.00, -0.03, 0.26, 0.28, -0.62, -0.21, -0.45, -0.21, -0.64, -0.22, -0.64, 0.21, 0.21, 0.20, 0.20, 0.16, 0.19, 0.19, 0.20, 0.21, 0.20, 0.19, 0.20, 0.20, 0.21, 0.20, -0.62, -0.21, -0.46, -0.21, -0.64, -0.22, -0.64, 0.21, 0.21, 0.20, 0.20, 0.16, 0.18, 0.19, 0.20, 0.21, 0.21, 0.20, 0.19, 0.21, 0.21, 0.20]
}

***

{
  "formula": "C22H34F6O22",
  "method": "ωB97M-V/def2-TZVPD",
  "de_lowest_ev": 1.0379,
  "total_charge": 0,
  "homo_lumo_gap_ev": 10.05,
  "symbols": ["C", "C", "O", "C", "O", "O", "F", "H", "H", "H", "C", "C", "O", "C", "O", "O", "F", "H", "H", "H", "C", "C", "O", "C", "O", "O", "F", "H", "H", "H", "C", "C", "O", "C", "O", "O", "F", "H", "H", "H", "C", "C", "O", "C", "O", "O", "F", "H", "H", "H", "C", "C", "O", "C", "O", "O", "F", "H", "H", "H", "C", "O", "H", "H", "H", "H", "C", "O", "H", "H", "H", "H", "C", "O", "H", "H", "H", "H", "C", "O", "H", "H", "H", "H"],
  "coordinates": [[0.06348, 3.46171, 5.69052], [1.43974, 2.91772, 5.28079], [1.23584, 2.47267, 3.97373], [0.01195, 2.80011, 3.51678], [-0.41806, 2.48638, 2.45629], [-0.67318, 3.46824, 4.46700], [1.81754, 1.87622, 6.06483], [0.19022, 4.44476, 6.13979], [-0.43083, 2.83039, 6.42700], [2.21177, 3.68554, 5.31363], [-5.07986, -3.97657, -1.59795], [-4.66038, -3.86985, -0.13825], [-3.44165, -3.20951, -0.24443], [-3.56185, -2.34920, -1.29066], [-2.84245, -1.42478, -1.47267], [-4.62882, -2.67964, -2.03906], [-4.56933, -5.11338, 0.40775], [-6.15487, -4.10789, -1.68280], [-4.58418, -4.79190, -2.12079], [-5.39566, -3.33496, 0.46440], [2.37934, -1.60545, 2.06566], [2.75311, -0.40415, 2.91598], [4.07678, -0.12968, 2.49159], [4.55980, -1.21288, 1.82741], [5.64826, -1.29332, 1.33851], [3.65015, -2.17678, 1.76953], [2.72965, -0.69581, 4.24424], [1.87630, -1.27977, 1.15291], [1.67860, -2.28218, 2.54501], [2.12820, 0.46362, 2.72239], [1.39795, 0.18823, -3.81138], [2.79609, 0.32545, -4.38778], [3.40547, 1.22390, -3.48632], [2.43088, 1.95706, -2.89077], [2.66884, 2.87678, -2.18100], [1.23389, 1.41865, -3.10963], [2.83034, 0.86053, -5.63578], [1.36768, -0.63438, -3.09441], [0.63935, 0.00810, -4.57025], [3.32893, -0.62406, -4.35791], [-0.27336, 4.38728, -3.19186], [0.11206, 5.22674, -1.98567], [-0.03040, 4.32908, -0.93965], [-0.89848, 3.38478, -1.28441], [-1.45249, 2.65315, -0.53553], [-1.11906, 3.38553, -2.62599], [-0.81859, 6.26319, -1.85435], [0.59275, 3.97131, -3.71212], [-0.71480, 5.00533, -3.97295], [1.06840, 5.74972, -1.98322], [-2.27700, 0.16420, 4.52783], [-1.72062, -0.49950, 3.29594], [-2.55212, -1.64874, 3.27340], [-3.75560, -1.34378, 3.88036], [-4.70387, -2.04452, 3.86339], [-3.66523, -0.14529, 4.47811], [-0.41011, -0.80001, 3.53248], [-2.20041, 1.24774, 4.62270], [-1.86184, -0.26497, 5.44511], [-1.79123, 0.11834, 2.39729], [4.18968, -2.21663, -2.38977], [3.17186, -1.40979, -1.85231], [5.16358, -1.76646, -2.59728], [4.43768, -3.07734, -1.75589], [3.80513, -2.65736, -3.31231], [3.53900, -0.73034, -1.27794], [-2.99399, 0.91567, -3.76151], [-2.90698, 1.11622, -5.17897], [-1.96200, 0.80777, -3.44279], [-3.36898, 1.84201, -3.31463], [-3.70951, 0.11785, -3.57076], [-3.64447, 1.59047, -5.56075], [0.05048, -0.09243, -0.37744], [-0.29553, -1.43469, -0.05888], [1.03816, 0.05799, -0.80474], [-0.74914, 0.28803, -1.02406], [-0.14756, 0.60847, 0.44172], [-1.06131, -1.69823, -0.58063], [1.89409, -4.21357, -0.47612], [0.90528, -3.87054, 0.48565], [2.86345, -4.39753, -0.00708], [1.65824, -5.11744, -1.05017], [1.90675, -3.38333, -1.18418], [0.57913, -2.98830, 0.25614]],
  "mulliken_charge": [-0.41, 0.29, -0.13, 0.48, -0.38, -0.35, -0.30, 0.29, 0.27, 0.27, -0.45, 0.23, -0.21, 0.51, -0.37, -0.33, -0.30, 0.29, 0.28, 0.29, 0.45, 0.81, -0.40, 0.53, -0.57, -0.39, -0.35, -0.85, 0.55, 0.03, 0.04, 0.37, -0.38, 0.52, -0.53, -0.07, -0.34, -0.18, 0.44, 0.11, -0.28, 0.23, -0.26, 0.65, -0.50, -0.25, -0.33, 0.03, 0.38, 0.32, -0.22, 0.44, -0.32, 0.56, -0.52, -0.38, -0.22, 0.11, 0.28, 0.24, -1.03, 0.01, 0.34, 0.27, 0.38, 0.13, 0.01, -0.56, -0.21, 0.21, 0.27, 0.28, -0.55, 0.20, 0.02, 0.39, 0.03, 0.06, -0.21, -0.51, 0.20, 0.36, -0.22, 0.42]
}

***

{
  "formula": "C22H34FN2O11PS",
  "method": "ωB97M-V/def2-TZVPD",
  "total_charge": 0,
  "homo_lumo_gap_ev": 8.29,
  "symbols": ["C", "C", "C", "F", "C", "C", "P", "O", "C", "C", "C", "C", "C", "O", "C", "C", "O", "C", "N", "S", "N", "C", "C", "C", "O", "O", "H", "H", "H", "H", "H", "H", "H", "H", "H", "H", "H", "H", "H", "H", "H", "H", "H", "H", "H", "H", "H", "H", "C", "O", "C", "O", "O", "C", "H", "H", "H", "H", "H", "H", "C", "O", "C", "O", "O", "C", "H", "H", "H", "H", "H", "H"],
  "coordinates": [[2.55706, 4.11821, 1.92332], [2.39517, 2.89627, 1.01583], [2.47790, 1.55311, 1.73811], [3.81156, 1.14133, 1.79243], [1.63337, 0.46102, 1.10219], [0.25445, 0.27793, 1.53137], [-0.52185, 1.33066, 2.78666], [0.10851, 2.64146, 3.05596], [-0.54575, -0.71193, 1.04112], [-1.96654, -0.97066, 1.46861], [-3.00578, -0.14951, 0.67197], [-4.18676, 0.36830, 1.51458], [-5.50084, -0.39567, 1.30872], [-6.48340, 0.35258, 0.57651], [-7.02373, 1.40907, 1.25667], [-6.84255, 2.73882, 0.58399], [-7.60315, 1.26565, 2.30147], [-0.00146, -1.57531, 0.05744], [-0.62728, -2.60398, -0.53074], [0.42809, -3.23148, -1.55501], [1.68535, -2.28537, -1.31979], [1.32882, -1.38623, -0.38854], [2.15288, -0.35534, 0.14250], [3.54568, -0.24425, -0.44049], [3.81191, 1.02418, -1.01800], [2.79612, 1.21850, -2.00790], [3.60797, 4.39673, 2.00208], [2.04202, 4.96952, 1.48376], [2.18210, 3.94398, 2.92604], [3.21343, 2.89436, 0.29604], [1.44604, 2.94303, 0.48338], [2.16518, 1.67399, 2.77171], [-1.83693, 1.47598, 2.32657], [-0.66468, 0.50037, 3.91603], [-2.08984, -0.83113, 2.54302], [-2.15078, -2.02722, 1.28098], [-2.48617, 0.70640, 0.23910], [-3.36984, -0.74083, -0.16628], [-4.32063, 1.42807, 1.30071], [-3.92964, 0.31465, 2.57344], [-5.31737, -1.29557, 0.73076], [-5.93797, -0.65017, 2.27307], [-6.55052, 2.62249, -0.45543], [-7.74190, 3.33656, 0.68148], [-6.02142, 3.24708, 1.09172], [4.29458, -0.36176, 0.33584], [3.68095, -1.01074, -1.19983], [2.47524, 2.11108, -1.82213], [0.87827, 5.12707, -7.26264], [1.72281, 4.45835, -6.32270], [1.63824, 3.12817, -6.36138], [0.93088, 2.49054, -7.09627], [2.46807, 2.63185, -5.44739], [2.48184, 1.20207, -5.37542], [1.05203, 6.18888, -7.11714], [1.13955, 4.84605, -8.28083], [-0.16758, 4.89407, -7.07269], [2.80028, 0.77173, -6.32290], [1.49620, 0.82455, -5.10951], [3.18828, 0.94325, -4.59379], [1.12653, -4.36392, 1.75443], [1.97783, -5.00077, 2.70870], [1.92086, -6.33234, 2.68255], [1.23655, -6.99199, 1.94538], [2.75023, -6.80352, 3.61044], [2.79047, -8.23113, 3.69252], [1.27455, -3.29519, 1.88361], [1.40433, -4.65582, 0.74425], [0.08334, -4.61411, 1.93991], [3.12957, -8.65954, 2.75162], [1.80997, -8.62810, 3.94725], [3.49932, -8.46431, 4.48092]],
  "mulliken_charge": [-1.49, -0.42, -0.18, -0.41, 0.39, 1.13, 0.43, -0.62, -0.37, -1.85, -1.10, -0.30, -0.76, -0.40, 0.79, -1.00, -0.55, 0.28, -0.56, 0.09, -0.60, 0.74, -0.30, -1.08, -0.28, -0.29, 0.38, 0.34, 0.32, 0.51, 0.35, 0.82, 0.01, 0.10, 0.79, 0.46, 0.47, 0.63, 0.25, 0.40, 0.44, 0.33, 0.33, 0.35, 0.25, 0.37, 0.50, 0.31, -0.63, -0.31, 0.80, -0.54, -0.30, -0.63, 0.22, 0.29, 0.29, 0.36, 0.30, 0.15, -0.55, -0.30, 0.71, -0.54, -0.33, -0.63, 0.27, 0.28, 0.31, 0.30, 0.30, 0.22]
}